This record from OMol25 describes a molecular structure, C37H33Cl2CoN4O2P2Se4. The level of theory is ωB97M-V/def2-TZVPD.

Calculated values
Gap between HOMO and LUMO (spin up / spin down), eV: 4.1175 / 4.3037
Energy above the lowest of the compared OMol25 structures with the same formula, charge and spin, kcal per mole: 29.4
Net charge: -2
Highest occupied orbital energy (spin up / spin down), eV: -0.327 / -0.515
LUMO (spin up / spin down), eV: 3.7902 / 3.7888
2S+1: 5

CARTESIAN COORDINATES (ANGSTROEM)
Co  -0.29  1.60  2.18
Se  -3.11  -1.70  -3.24
P  -1.10  -1.03  -3.13
C  -0.76  0.22  -4.40
C  0.01  1.36  -4.16
C  0.27  2.24  -5.19
C  -0.21  1.99  -6.47
C  -0.97  0.85  -6.71
C  -1.24  -0.03  -5.69
C  -0.01  -2.42  -3.52
C  1.14  -2.66  -2.78
C  1.96  -3.72  -3.10
C  1.66  -4.54  -4.17
C  0.50  -4.31  -4.91
C  -0.33  -3.26  -4.60
C  -0.67  -0.24  -1.59
C  0.05  -0.15  -0.39
N  -0.55  0.86  0.31
N  -1.52  1.35  -0.40
N  -1.62  0.73  -1.53
P  1.41  -1.00  0.42
Se  1.69  0.03  2.32
C  0.83  -2.69  0.70
C  -0.50  -2.78  1.14
C  -1.09  -4.01  1.30
C  -0.38  -5.17  1.02
C  0.94  -5.08  0.59
C  1.54  -3.85  0.42
C  2.93  -0.93  -0.54
C  3.05  -0.14  -1.69
C  4.27  -0.01  -2.32
C  5.40  -0.65  -1.81
C  5.29  -1.39  -0.64
C  4.08  -1.53  0.00
H  0.38  1.58  -3.17
H  0.85  3.13  -5.00
H  0.00  2.69  -7.27
H  -1.36  0.66  -7.70
H  -1.87  -0.89  -5.85
H  1.35  -2.04  -1.93
H  2.85  -3.90  -2.51
H  2.31  -5.37  -4.42
H  0.25  -4.96  -5.74
H  -1.24  -3.09  -5.15
H  -1.06  -1.88  1.38
H  -2.12  -4.07  1.63
H  -0.86  -6.14  1.12
H  1.50  -5.99  0.38
H  2.56  -3.80  0.07
H  2.18  0.37  -2.08
H  4.35  0.61  -3.20
H  6.35  -0.54  -2.31
H  6.17  -1.86  -0.21
H  4.01  -2.08  0.93
O  -3.21  2.37  7.22
C  -2.29  1.30  7.23
C  -1.59  1.19  5.86
C  -0.63  -0.01  5.98
O  0.19  -0.09  4.86
C  -0.86  2.51  5.62
Se  0.54  2.67  4.22
C  -2.67  0.93  4.81
Se  -2.16  -0.03  3.17
H  -3.72  2.35  8.03
H  -2.82  0.36  7.45
H  -1.54  1.45  8.02
H  -1.23  -0.92  6.09
H  -0.01  0.12  6.89
H  0.58  -0.97  4.79
H  -0.32  2.78  6.54
H  -1.59  3.29  5.41
H  -3.12  1.87  4.49
H  -3.46  0.31  5.24
Cl  -3.87  4.45  2.16
C  -2.63  4.69  1.00
C  -2.80  5.62  0.01
C  -1.80  5.84  -0.93
C  -0.60  5.14  -0.84
C  -0.43  4.22  0.16
Cl  1.07  3.39  0.37
C  -1.46  3.87  1.10
N  -1.35  2.90  1.95
H  -3.72  6.18  -0.03
H  -1.95  6.55  -1.73
H  0.20  5.31  -1.54



This record from OMol25 describes a molecular structure, C37H33MoN7O2S2. The level of theory is ωB97M-V/def2-TZVPD.

Calculated values
Gap between HOMO and LUMO (spin up / spin down), eV: 6.0287 / 4.8560
Highest occupied orbital energy (spin up / spin down), eV: -6.720 / -6.699
LUMO (spin up / spin down), eV: -0.6913 / -1.8429
2S+1: 3

CARTESIAN COORDINATES (ANGSTROEM)
Mo  -6.55  -19.73  2.90
N  -7.29  -22.47  6.36
C  -7.27  -21.56  5.38
S  -5.76  -21.27  4.56
N  -8.37  -20.87  5.32
N  -8.74  -20.16  2.94
C  -9.49  -19.32  1.99
C  -10.87  -19.63  1.56
C  -11.19  -20.59  0.61
C  -12.52  -20.72  0.17
C  -13.50  -19.88  0.69
C  -13.19  -18.96  1.66
C  -11.88  -18.83  2.05
C  -8.73  -18.64  1.10
C  -9.31  -17.93  0.01
C  -8.52  -17.44  -0.99
C  -7.11  -17.52  -0.91
C  -6.59  -18.12  0.20
N  -7.33  -18.60  1.21
H  -6.55  -23.16  6.51
H  -8.22  -22.65  6.75
H  -10.40  -21.17  0.13
H  -12.70  -21.36  -0.67
H  -14.53  -20.00  0.35
H  -13.97  -18.29  2.05
H  -11.51  -18.08  2.71
H  -10.39  -17.79  -0.06
H  -8.91  -17.03  -1.91
H  -6.46  -17.25  -1.73
H  -5.50  -18.21  0.31
C  -10.09  -21.78  -4.00
C  -9.35  -22.17  -2.78
C  -8.49  -21.22  -2.18
C  -7.70  -21.47  -1.05
C  -7.91  -22.72  -0.44
C  -8.70  -23.69  -0.99
C  -9.36  -23.43  -2.22
S  -7.06  -22.92  1.08
O  -5.64  -22.96  0.84
O  -7.69  -24.06  1.70
N  -7.43  -21.57  1.88
C  -8.62  -21.52  2.58
C  -9.59  -22.34  3.01
C  -10.68  -21.86  3.81
C  -11.01  -20.72  4.49
C  -10.16  -19.63  4.76
C  -10.45  -18.40  5.34
C  -9.46  -17.43  5.55
C  -8.13  -17.63  4.94
N  -7.79  -18.71  4.33
C  -8.74  -19.85  4.39
H  -11.04  -21.22  -3.79
H  -10.31  -22.63  -4.60
H  -9.53  -21.06  -4.58
H  -8.38  -20.25  -2.72
H  -6.94  -20.76  -0.74
H  -8.89  -24.63  -0.46
H  -9.99  -24.24  -2.63
H  -9.45  -23.41  2.83
H  -11.44  -22.59  3.85
H  -12.03  -20.68  4.93
H  -11.43  -18.16  5.68
H  -9.66  -16.52  6.07
H  -7.45  -16.83  4.94
C  -4.69  -16.24  2.86
C  -3.73  -17.07  2.03
C  -2.71  -16.51  1.28
C  -1.85  -17.36  0.60
C  -2.07  -18.74  0.50
C  -3.10  -19.32  1.20
C  -3.38  -20.77  1.16
C  -3.93  -18.48  1.98
N  -4.99  -19.15  2.59
H  -4.56  -15.19  2.71
H  -4.55  -16.39  3.93
H  -5.73  -16.55  2.67
H  -2.50  -15.47  1.43
H  -1.00  -16.94  0.07
H  -1.44  -19.37  -0.20
H  -2.57  -21.27  0.62
H  -4.32  -21.02  0.71
H  -3.43  -21.16  2.17



This record from OMol25 describes a molecular structure, C37H33N6O9RbS. The level of theory is ωB97M-V/def2-TZVPD.

Calculated values
Gap between HOMO and LUMO, eV: 5.1053
Energy above the lowest of the compared OMol25 structures with the same formula, charge and spin, kcal per mole: 0.0
Net charge: -2
Highest occupied orbital energy, eV: -1.499
LUMO, eV: 3.6064

CARTESIAN COORDINATES (ANGSTROEM)
Rb  -1.62  0.29  0.85
O  -1.58  -3.36  3.56
C  -1.74  -2.54  2.64
O  -1.49  -1.30  2.68
C  -2.12  -3.17  1.26
C  -0.87  -3.08  0.35
C  -0.98  -4.09  -0.81
C  -1.94  -3.35  -1.77
C  -2.32  -2.13  -0.92
O  -1.04  -1.83  -0.32
C  -3.20  -2.61  0.26
C  -4.35  -1.73  0.75
O  -5.23  -2.27  1.44
O  -4.96  -0.95  -0.58
H  -2.35  -4.21  1.50
H  0.07  -3.09  0.89
H  -1.37  -5.05  -0.47
H  -0.01  -4.26  -1.27
H  -2.81  -3.94  -2.06
H  -1.42  -3.02  -2.67
H  -2.71  -1.28  -1.47
H  -3.77  -3.47  -0.09
O  -1.71  5.07  -0.73
C  -1.96  3.86  -0.19
O  -1.20  3.34  0.59
C  -3.27  3.27  -0.63
C  -4.10  3.89  -1.55
C  -5.27  3.23  -1.91
C  -5.56  2.01  -1.34
C  -4.67  1.48  -0.41
N  -3.56  2.10  -0.06
C  -4.98  0.15  0.26
O  -6.23  0.30  0.89
O  -4.01  -0.31  1.16
H  -0.79  5.26  -0.50
H  -3.81  4.83  -1.99
H  -5.94  3.68  -2.63
H  -6.46  1.46  -1.59
H  -6.34  -0.58  1.31
C  1.14  1.32  3.77
N  0.49  0.09  4.14
C  1.28  -1.03  4.55
C  2.52  -1.37  3.76
N  2.66  -1.49  2.47
C  4.00  -1.79  2.27
C  4.70  -1.98  1.08
C  6.05  -2.28  1.16
C  6.70  -2.38  2.40
C  6.03  -2.18  3.59
C  4.67  -1.88  3.50
N  3.70  -1.60  4.44
C  1.76  1.42  2.40
N  1.25  0.95  1.30
C  2.14  1.32  0.30
C  2.08  1.06  -1.07
C  3.12  1.53  -1.86
C  4.20  2.23  -1.30
C  4.27  2.49  0.06
C  3.22  2.02  0.84
N  2.96  2.07  2.20
H  1.91  1.55  4.52
H  0.39  2.12  3.83
H  -0.26  -0.22  3.51
H  0.62  -1.90  4.55
H  1.62  -0.87  5.59
H  4.18  -1.89  0.14
H  6.61  -2.43  0.25
H  7.76  -2.61  2.42
H  6.54  -2.25  4.54
H  3.81  -1.59  5.44
H  1.23  0.55  -1.50
H  3.08  1.37  -2.93
H  4.99  2.59  -1.95
H  5.11  3.03  0.49
H  3.51  2.52  2.90
S  -0.92  2.13  -2.54
C  -0.53  1.83  -4.20
C  0.16  2.77  -4.99
C  0.49  2.52  -6.31
C  0.15  1.31  -6.92
C  -0.53  0.37  -6.16
C  -0.86  0.61  -4.84
H  0.44  3.71  -4.53
H  1.03  3.28  -6.88
H  0.41  1.12  -7.96
H  -0.81  -0.58  -6.61
H  -1.39  -0.13  -4.26